19
Properties=species:S:1:pos:R:3 method="wB97M-V/def2-TZVPD" lumo_energy_ev=1.025 relative_energy_ev=3.890 molar_mass_da=122.17 smiles="C#CC(C=C)(C=C)OC" orbital_gap_ev=10.620
C 2.82566 -0.05233 0.55821
C 1.64905 0.07429 0.37910
C 0.20983 0.22513 0.15025
C -0.54764 -0.46960 1.27443
C -1.76295 -0.96015 1.12699
C -0.11058 1.70474 0.25843
C -0.73611 2.39825 -0.67094
O -0.17583 -0.23412 -1.13648
C 0.21946 -1.54768 -1.44063
H 3.85745 -0.15549 0.72068
H -0.02438 -0.50887 2.22028
H -2.28803 -1.43276 1.93986
H -2.27680 -0.90329 0.18165
H 0.21631 2.15150 1.18753
H -0.94955 3.44594 -0.54304
H -1.05185 1.93729 -1.58981
H -0.17512 -1.75476 -2.43405
H -0.19016 -2.27257 -0.72749
H 1.31125 -1.64553 -1.45497